(1)
{"formula": "C4H9N3", "method": "ωB97M-V with the def2-TZVPD basis set", "symbols": ["N", "H", "H", "H", "C", "H", "H", "C", "H", "H", "C", "H", "N", "C", "N", "H"], "coordinates": [[-1.1750, 2.4383, -0.6054], [0.7135, 0.8113, 2.3844], [-2.3703, -0.3937, -0.6366], [1.7523, -0.2385, 1.4059], [-0.6384, 1.5091, -0.1794], [-1.9181, -2.1125, -0.5845], [0.5862, 1.2423, -2.4277], [-1.5440, -1.1002, -0.7184], [1.6718, 1.5015, 1.0781], [-1.0921, -0.9914, -1.7114], [-0.0377, 0.4078, 0.4331], [1.9450, 1.2582, -1.5413], [-0.5639, -0.8179, 0.3021], [1.0947, 0.6299, 1.3751], [1.2102, 0.6438, -1.8895], [0.0191, -1.5929, 0.5853]], "atomic_forces_ev_per_a": [[-0.353, 0.562, -0.205], [0.039, -0.040, 0.037], [-0.008, -0.092, 0.003], [0.030, -0.009, -0.027], [-0.307, -0.027, 0.164], [-0.024, 0.039, -0.031], [-0.052, 0.249, 0.101], [-0.069, 0.047, -0.268], [0.016, -0.014, -0.004], [-0.055, -0.051, 0.044], [1.091, 0.044, -0.678], [-0.030, 0.217, 0.022], [-0.188, -0.412, 0.263], [-0.044, 0.029, 0.191], [-0.049, -0.748, 0.405], [0.002, 0.208, -0.016]], "total_charge": 0, "energy_ev": -8760.9674, "relative_energy_kcal_mol": 82.0, "molar_mass_g_mol": 99.14, "homo_energy_ev": [-9.71, -6.94]}

---

(2)
{"formula": "C4H9N3", "method": "ωB97M-V with the def2-TZVPD basis set", "symbols": ["H", "C", "H", "H", "H", "C", "N", "H", "H", "H", "C", "C", "N", "H", "H", "N"], "coordinates": [[-0.1202, 0.5331, -1.8951], [0.1690, 0.2477, -0.8092], [1.8527, 0.9599, -0.8773], [0.7645, -0.2412, 2.5190], [-2.1442, 0.0963, -1.9081], [1.3361, 0.6178, 2.3077], [-0.9061, -0.5886, -0.4026], [1.9333, 1.0901, 3.0803], [2.4016, 1.9802, 1.1082], [-1.2417, -1.1481, -2.6058], [1.6695, 1.1062, 1.1252], [-1.6634, -0.8899, -1.6618], [1.1642, 0.7804, -0.1536], [-1.6776, -1.9515, 0.8831], [-2.5152, -1.4258, -1.3686], [-1.0225, -1.1666, 0.6584]], "atomic_forces_ev_per_a": [[1.612, 0.047, 1.995], [-6.208, -2.124, -1.784], [0.494, 0.973, 0.103], [-0.885, -0.777, 0.117], [0.305, -0.578, 0.219], [0.304, -0.779, 3.763], [2.248, 0.195, -4.611], [-0.437, -0.203, 0.592], [-0.666, -1.492, -0.437], [1.341, -0.966, -0.004], [0.127, 2.471, -5.785], [-2.743, 2.921, 0.510], [4.519, 1.497, 2.498], [-0.006, 0.874, -1.359], [-0.883, -1.463, 0.166], [0.877, -0.596, 4.018]], "total_charge": 2, "energy_ev": -8738.8939, "relative_energy_kcal_mol": 61.9, "molar_mass_g_mol": 99.14, "spin_multiplicity": 3, "homo_energy_ev": [-18.04, -20.29]}

---

(3)
{"formula": "C4H9N3O", "method": "ωB97M-V with the def2-TZVPD basis set", "symbols": ["N", "H", "O", "H", "C", "H", "H", "H", "C", "C", "H", "H", "N", "C", "N", "H", "H"], "coordinates": [[0.5698, 0.3924, -0.5890], [2.3102, -0.4842, 1.8598], [0.7178, 1.5726, 1.5563], [1.4358, -1.6777, 0.8953], [1.3110, -0.8129, 1.5551], [0.7764, -1.1423, 2.4518], [-0.4429, -1.7617, -0.7022], [1.3451, 2.1156, 1.0466], [-0.6645, 1.0627, -1.0981], [0.5732, 0.3056, 0.9021], [-1.0760, -0.3730, -2.4529], [-0.7248, 2.1246, -0.8837], [-1.0298, 0.6468, -2.4527], [-0.6656, 0.0991, 0.0640], [-1.1708, -1.2605, -0.1928], [-1.9831, 0.9451, -2.6512], [-1.2817, -1.7521, 0.6917]], "atomic_forces_ev_per_a": [[2.831, -0.737, -1.434], [-0.242, 0.079, -0.084], [0.016, -0.614, -0.129], [-0.150, 0.256, 0.036], [0.241, -0.476, -0.073], [0.051, 0.124, -0.090], [-0.117, 0.076, 0.121], [-0.293, -0.501, 0.204], [0.976, 0.252, 1.670], [-1.676, 3.682, -2.283], [0.104, 0.210, -0.077], [-0.290, -0.046, -0.252], [0.143, -0.114, 1.675], [-1.545, -2.862, 0.197], [0.003, 0.365, 0.596], [0.199, 0.198, 0.123], [-0.250, 0.107, -0.202]], "total_charge": 0, "energy_ev": -10808.7833, "relative_energy_kcal_mol": 84.8, "molar_mass_g_mol": 115.14, "homo_energy_ev": -9.16}

---

(4)
{"formula": "C4H9N3O", "method": "ωB97M-V with the def2-TZVPD basis set", "symbols": ["H", "H", "C", "H", "N", "H", "C", "H", "H", "N", "H", "H", "H", "O", "C", "C", "N"], "coordinates": [[-0.4186, 1.6363, 1.2774], [-2.9348, -0.5567, -0.2564], [-1.2532, 0.6739, -0.1657], [3.2574, 1.1402, -0.0370], [-2.2779, -1.4945, 0.1833], [4.3669, -0.8735, 0.1986], [-1.2784, -0.4685, 0.5560], [-1.8806, -2.2415, -0.6925], [-1.9863, 0.9853, -0.7477], [0.9167, 0.1938, -0.1353], [1.1912, 1.1895, -0.6694], [-0.7497, -0.7032, 1.4546], [-0.6588, -0.6492, -1.4716], [-0.8860, 2.0069, 0.1073], [-0.3609, -0.1979, -0.5934], [3.3072, -0.1893, 0.1932], [1.9918, -0.8267, -0.0274]], "atomic_forces_ev_per_a": [[-1.513, 2.726, -5.020], [1.107, -4.995, 0.618], [-2.634, 9.445, 0.445], [0.646, -4.313, 1.005], [-1.965, 2.355, -3.291], [-3.562, 2.104, 0.113], [0.356, -6.636, 1.769], [-1.546, 3.398, 3.107], [-4.287, -0.512, -3.100], [3.962, 1.636, -2.073], [-0.341, -3.443, 1.898], [0.204, 0.443, 0.578], [0.627, -1.453, -2.075], [3.082, -1.317, 7.877], [5.651, -3.724, -0.169], [-4.635, -0.680, -2.626], [4.848, 4.966, 0.944]], "total_charge": 0, "energy_ev": -10800.3930, "relative_energy_kcal_mol": 278.3, "molar_mass_g_mol": 115.14, "homo_energy_ev": -8.72}

---

(5)
{"formula": "C4H9N3O", "method": "ωB97M-V with the def2-TZVPD basis set", "symbols": ["C", "H", "H", "H", "C", "H", "O", "N", "H", "C", "H", "H", "C", "H", "N", "H", "N"], "coordinates": [[-0.0381, 1.2731, 0.5404], [0.1991, 3.3054, -0.2429], [1.6960, -2.3054, 1.8672], [0.4568, 1.4692, 1.5117], [0.3879, -0.1756, 0.2736], [-1.2626, -1.5052, 1.0295], [1.3295, -2.0983, 1.0168], [0.1053, -0.8779, -0.9327], [-1.1564, 1.2885, 0.6730], [0.3948, 2.2199, -0.5181], [-0.1286, 1.9528, -1.4488], [1.4575, 2.1782, -0.7889], [-1.0980, -1.6593, -0.8862], [0.0955, -0.3578, -1.7643], [0.8568, -0.8031, 1.2721], [-1.5387, -2.0671, -1.7910], [-1.7569, -1.8374, 0.1885]], "atomic_forces_ev_per_a": [[-0.195, -1.426, 1.290], [-0.046, -1.389, -0.430], [0.293, -0.360, 0.614], [-0.542, 0.194, -0.423], [-0.428, -0.351, -0.373], [-0.346, 0.043, -0.510], [-0.913, 0.673, -0.666], [-0.740, -0.889, 0.513], [1.001, 0.070, -0.091], [0.113, 1.615, -1.122], [-0.051, 0.532, 0.124], [-0.065, -0.199, 0.424], [-0.319, 0.748, 2.311], [0.406, 1.005, -1.126], [1.017, 0.251, 0.269], [0.563, 0.303, -0.358], [0.253, -0.819, -0.445]], "total_charge": 0, "energy_ev": -10809.4639, "relative_energy_kcal_mol": 69.1, "molar_mass_g_mol": 115.14, "homo_energy_ev": -9.42}

---

(6)
{"formula": "C4H9N3O", "method": "ωB97M-V with the def2-TZVPD basis set", "symbols": ["H", "N", "C", "H", "O", "H", "H", "N", "N", "H", "C", "H", "C", "H", "C", "H", "H"], "coordinates": [[0.6164, -1.0012, 1.8326], [-0.0979, 0.8658, -0.6693], [-1.0722, -0.4519, -0.9297], [-1.5228, -0.4596, 1.2113], [-1.3652, -0.6888, -2.0723], [0.2884, -0.9095, -0.5027], [0.9224, 2.1936, -1.4446], [2.3308, 0.2041, -0.4889], [0.0033, 1.7262, -1.5360], [-2.2183, -1.7923, 0.2550], [1.1665, 0.0860, 0.0292], [2.0332, 0.0479, 1.9557], [-1.9654, -0.7330, 0.2587], [2.3276, 0.3579, -1.4974], [1.0326, -0.0389, 1.5370], [0.4041, 0.7526, 1.9467], [-2.8837, -0.1590, 0.1147]], "atomic_forces_ev_per_a": [[0.003, 0.026, -0.033], [0.131, -0.100, -0.294], [-0.015, 0.127, -0.152], [0.038, 0.006, -0.022], [0.192, 0.167, 0.398], [-0.051, 0.007, 0.004], [-0.029, -0.105, 0.051], [-0.284, 0.064, 0.092], [0.021, -0.357, 0.311], [0.018, 0.041, -0.013], [-0.032, 0.181, -0.147], [-0.029, 0.008, -0.055], [0.083, 0.014, -0.052], [-0.069, -0.012, 0.044], [-0.046, -0.028, -0.092], [0.020, -0.019, -0.029], [0.049, -0.021, -0.011]], "total_charge": 0, "energy_ev": -10806.7530, "relative_energy_kcal_mol": 131.6, "molar_mass_g_mol": 115.14, "homo_energy_ev": [-8.72, -8.72]}

---

(7)
{"formula": "C4H9N3O", "method": "ωB97M-V with the def2-TZVPD basis set", "symbols": ["H", "H", "H", "H", "H", "N", "O", "N", "C", "C", "H", "C", "H", "H", "N", "C", "H"], "coordinates": [[0.3110, -1.0595, -1.4524], [1.9040, -0.6111, 1.9590], [-0.2543, 0.4359, 1.8851], [-1.3256, 0.7506, -1.4846], [-1.8239, -1.1847, 0.5549], [-0.2722, -1.6116, -0.8258], [-2.0990, 1.4326, 0.2933], [1.1984, -0.9441, 1.3222], [-0.9155, -0.7387, 0.1442], [0.3953, 1.4814, -0.3178], [2.0338, 1.8438, -1.2583], [-1.2874, 0.7593, -0.3772], [1.3886, -1.6922, 0.6612], [0.3541, 2.4332, 0.2359], [1.3005, 1.1400, -1.1351], [0.0469, -0.3189, 1.1701], [-0.9549, -2.1161, -1.3747]], "atomic_forces_ev_per_a": [[-0.116, 0.027, 0.034], [-0.006, -0.044, -0.102], [0.006, 0.143, -0.055], [0.059, -0.245, 0.032], [0.057, 0.047, 0.089], [0.146, -0.070, 0.175], [-0.215, 0.067, 0.417], [-1.021, 0.530, -0.114], [-0.324, 0.679, -0.638], [-0.874, -0.019, -0.421], [-0.035, -0.074, 0.156], [1.566, -0.497, 0.334], [0.048, 0.053, 0.024], [0.157, 0.101, -0.037], [0.018, 0.132, -0.013], [0.497, -0.890, 0.083], [0.035, 0.058, 0.036]], "total_charge": 0, "energy_ev": -10808.1800, "relative_energy_kcal_mol": 98.7, "molar_mass_g_mol": 115.14, "homo_energy_ev": -7.38}